[1]
{
  "formula": "C11H26N4O7Pr",
  "method": "ωB97M-V with the def2-TZVPD basis set",
  "symbols": ["O", "H", "Pr", "N", "N", "N", "N", "O", "O", "O", "O", "C", "C", "C", "C", "C", "H", "H", "H", "C", "H", "H", "H", "C", "C", "H", "H", "H", "H", "H", "H", "H", "H", "C", "H", "H", "H", "O", "H", "H", "C", "C", "O", "H", "H", "H", "H", "H", "H"],
  "coordinates": [[0.9776, -1.8532, -4.4939], [1.5330, -2.1800, -5.2223], [0.3833, -0.6553, -0.4498], [-1.1715, -1.5239, 1.1855], [-1.6596, -1.6260, -1.1973], [1.7275, 0.7102, 1.0918], [1.8330, 1.0080, -1.4616], [-0.7369, -1.1895, 2.3755], [1.6279, 0.5855, 2.5118], [1.7957, 1.3712, -2.8395], [-1.6419, -0.6494, -2.0799], [-2.7621, -1.9033, -0.4298], [-2.4489, -1.9670, 0.9651], [2.6000, 1.6406, 0.6673], [2.5952, 1.8513, -0.7561], [-3.3694, -2.4783, 2.0253], [-3.5539, -1.6970, 2.7784], [-2.9563, -3.3692, 2.5295], [-4.3385, -2.7751, 1.5932], [-4.0589, -2.1811, -1.1005], [-3.9508, -2.8154, -1.9997], [-4.4499, -1.2182, -1.4648], [-4.7902, -2.6554, -0.4322], [3.3954, 2.5178, 1.5783], [3.2510, 3.0061, -1.4241], [3.5192, 2.0209, 2.5459], [2.8898, 3.4868, 1.7332], [4.3858, 2.7591, 1.1597], [2.7104, 3.2208, -2.3504], [4.3014, 2.8279, -1.7089], [3.2076, 3.8749, -0.7526], [0.8289, 0.0172, 2.6817], [1.0312, 0.9218, -3.2483], [1.3829, -2.5249, -3.2937], [0.4786, -2.6992, -2.6851], [2.0315, -1.8323, -2.7221], [1.9129, -3.4792, -3.4967], [1.8166, -2.3679, 0.9553], [2.6320, -2.0768, 1.4099], [1.3194, -2.9566, 1.5649], [-1.8872, 1.9400, 2.4800], [-1.1958, 2.4637, 1.2517], [-1.1618, 1.4608, 0.1564], [-2.9558, 1.7950, 2.3056], [-1.7716, 2.6660, 3.2829], [-1.4579, 0.9987, 2.8206], [-1.6912, 3.3572, 0.8556], [-0.1400, 2.6852, 1.4088], [-2.0177, 1.4874, -0.3050]],
  "forces_ev_per_angstrom": [[0.5, -0.6, 0.1], [-0.3, 0.3, 0.4], [-3.5, -1.7, 0.0], [-2.7, 0.8, 0.3], [-0.9, -0.3, 2.7], [2.1, 2.4, 1.7], [1.9, 3.0, -0.8], [0.4, -0.8, 0.1], [0.4, 0.4, -1.7], [0.1, -0.5, 1.1], [0.6, 0.4, -1.0], [2.5, -0.8, -2.6], [2.8, -0.3, 0.7], [-2.1, -2.0, 2.8], [-1.6, -1.6, -3.4], [-0.3, 0.2, 0.2], [0.1, -0.3, -0.1], [0.0, 0.5, -0.1], [0.4, 0.2, 0.2], [-0.7, 0.8, -0.2], [0.2, 0.3, 0.6], [-0.3, -0.3, 0.1], [0.2, 0.3, -0.2], [0.3, 0.0, 0.2], [0.1, 0.5, 0.1], [-0.1, 0.2, -0.2], [0.0, -0.4, 0.0], [-0.4, -0.2, 0.1], [0.2, 0.1, 0.3], [-0.3, -0.1, 0.3], [0.2, -0.2, -0.3], [0.1, -0.1, -0.6], [0.2, -0.1, 0.4], [-0.2, 0.4, -0.3], [0.1, -0.3, -0.3], [0.3, -0.3, -0.1], [-0.3, 0.6, 0.3], [0.1, 0.0, 0.2], [-0.7, -0.4, -0.1], [0.4, 0.6, -0.3], [0.0, 0.0, 0.1], [0.1, -0.5, -0.9], [-0.1, 0.3, 0.3], [0.1, 0.0, 0.0], [-0.1, 0.1, 0.1], [0.0, -0.1, -0.1], [0.2, -0.1, 0.1], [-0.1, 0.1, 0.2], [0.4, -0.3, 0.1]],
  "mulliken_charge": [-0.50, 0.31, 0.90, 0.56, 0.29, 0.41, 0.30, -0.85, -0.46, -0.53, -0.75, 0.32, 0.41, 0.20, 0.50, -1.34, 0.28, 0.29, 0.34, -1.30, 0.30, 0.27, 0.38, -1.61, -1.44, 0.42, 0.36, 0.43, 0.46, 0.32, 0.39, 0.37, 0.35, -0.18, 0.08, 0.04, 0.41, -0.55, 0.29, 0.32, -0.97, -0.09, -0.30, 0.33, 0.41, 0.17, 0.37, 0.03, 0.27],
  "homo_ev": [-9.29, -9.35],
  "orbital_gap_ev": [4.613, 4.675],
  "total_charge": 1,
  "multiplicity": 3
}

[2]
{
  "formula": "C11H26N5NaO3P2S2",
  "method": "ωB97M-V with the def2-TZVPD basis set",
  "symbols": ["Na", "C", "C", "O", "P", "S", "S", "O", "C", "C", "H", "H", "H", "H", "H", "H", "H", "H", "H", "H", "N", "C", "N", "O", "H", "H", "H", "H", "C", "N", "C", "N", "C", "N", "C", "P", "C", "C", "H", "H", "H", "H", "H", "H", "H", "H", "H", "H", "H", "H"],
  "coordinates": [[12.3418, 3.9361, 8.5226], [5.9459, 5.7196, 7.4077], [7.3719, 5.2062, 7.3617], [7.7926, 5.1054, 8.6872], [9.4064, 4.9019, 8.9413], [9.8341, 2.9908, 8.6542], [11.9685, 6.5941, 8.4461], [9.2250, 5.0492, 10.5526], [9.3774, 6.4102, 10.9269], [9.7902, 6.3570, 12.3911], [5.3880, 5.3549, 6.5173], [5.8698, 6.7672, 7.5247], [5.4639, 5.2608, 8.2640], [7.9780, 5.9242, 6.8191], [7.3926, 4.2577, 6.8712], [8.3905, 6.8569, 10.7718], [10.0650, 6.8952, 10.2327], [9.5656, 5.3603, 12.6409], [9.2037, 7.0955, 12.9884], [10.9117, 6.4710, 12.4096], [13.5321, 5.8456, 11.1233], [14.3125, 4.7495, 10.9295], [15.4224, 4.6700, 11.7546], [13.9797, 3.8526, 10.1806], [13.8564, 6.7072, 11.5230], [12.8323, 5.9681, 10.3639], [15.3441, 5.2284, 12.5693], [15.8713, 3.7800, 11.8526], [17.6524, 5.1431, 6.5107], [16.6948, 5.9166, 7.2924], [16.1487, 6.9484, 6.4508], [15.5116, 6.4957, 5.1951], [16.4896, 5.6969, 4.4665], [17.1169, 4.6500, 5.2625], [16.0910, 3.5932, 5.4949], [14.6197, 4.1661, 6.4577], [15.6164, 5.0645, 7.8268], [14.2445, 5.7306, 5.5173], [18.0474, 4.2733, 7.0670], [18.5062, 5.8058, 6.2482], [16.9495, 7.6356, 6.1209], [15.4030, 7.5455, 6.9642], [17.2920, 6.3687, 4.1408], [16.0315, 5.2211, 3.5505], [16.6036, 2.7237, 6.0662], [15.7877, 3.1890, 4.5472], [16.0545, 4.3280, 8.5797], [14.8674, 5.6597, 8.3828], [13.4179, 6.3302, 5.9807], [13.8726, 5.3940, 4.5534]],
  "forces_ev_per_angstrom": [[0.0, 0.0, 0.0], [-0.6, -1.7, -0.7], [-0.9, 1.0, 0.2], [-0.2, -0.1, 0.1], [0.6, 0.4, -0.3], [0.0, -1.1, -0.2], [-0.1, -0.1, -0.1], [0.7, -0.3, -0.2], [-1.0, 0.1, 0.3], [1.0, 1.9, -0.9], [0.2, 0.6, 0.3], [0.0, 1.2, 0.0], [-0.1, -0.1, 0.2], [0.4, 0.0, -0.3], [0.2, -0.8, -0.4], [0.0, 0.4, 0.3], [0.3, 0.2, 0.3], [-0.3, -1.1, 1.0], [0.9, -0.5, -0.2], [-1.1, 0.2, 0.5], [-0.2, -0.3, -0.5], [-0.4, 0.7, 1.5], [0.0, 0.1, -0.8], [0.2, -0.8, -0.8], [0.4, -0.1, 0.0], [0.0, 0.3, 0.0], [0.2, 0.3, 0.7], [-0.1, -0.2, -0.1], [0.5, 0.4, -0.2], [-0.2, -0.5, 0.5], [0.0, 1.0, -1.2], [-0.9, -0.3, 0.8], [-0.1, 0.0, -0.5], [-0.9, -1.4, -0.6], [1.6, -0.7, 1.3], [0.0, 0.6, 1.3], [0.1, -1.0, 0.5], [0.8, 0.0, -0.8], [-0.3, 0.5, 0.0], [-0.4, -0.2, 0.3], [0.0, -0.3, 0.3], [-0.1, -0.1, 0.4], [-0.1, 0.1, -0.1], [0.4, 0.5, 0.9], [-0.9, 1.3, -0.8], [-0.2, -0.2, -0.6], [-0.5, 0.8, -1.1], [0.4, 0.0, -0.3], [1.0, -0.3, 0.0], [-0.3, 0.0, -0.3]],
  "mulliken_charge": [0.53, -1.20, -0.36, -0.16, 0.27, -0.67, -0.78, -0.34, -0.13, -0.98, 0.33, 0.31, 0.31, 0.36, 0.31, 0.24, 0.38, 0.29, 0.31, 0.13, -0.16, 0.57, -0.49, -0.62, 0.20, -0.12, 0.18, 0.27, -0.91, 0.14, -1.03, 0.03, -0.87, 0.05, -0.74, 0.09, -0.38, -0.52, 0.37, 0.29, 0.30, 0.45, 0.30, 0.36, 0.32, 0.47, 0.33, 0.28, 0.27, 0.42],
  "e_above_lowest_kcal_mol": 0.0,
  "homo_ev": [-3.17, -3.77],
  "orbital_gap_ev": [5.282, 5.883],
  "total_charge": -1,
  "multiplicity": 2
}

[3]
{
  "formula": "C11H26O8PS",
  "method": "ωB97M-V with the def2-TZVPD basis set",
  "symbols": ["C", "O", "C", "C", "C", "C", "S", "P", "O", "H", "H", "H", "H", "H", "H", "H", "H", "H", "H", "H", "H", "H", "H", "C", "O", "C", "O", "O", "C", "H", "H", "H", "H", "H", "H", "C", "O", "C", "O", "O", "C", "H", "H", "H", "H", "H", "H"],
  "coordinates": [[-1.7757, 1.7364, 1.0088], [-2.3000, 1.3192, -0.2367], [-1.8319, 0.1015, -0.7675], [-0.5406, 0.1935, -1.5790], [0.7476, 0.4234, -0.7876], [0.9774, -0.5380, 0.3795], [0.7075, -2.2746, -0.1354], [1.4893, -3.2637, 1.6653], [2.9315, -3.0284, 1.6534], [-2.5876, 2.2070, 1.5634], [-0.9683, 2.4648, 0.8960], [-1.4225, 0.8810, 1.5964], [-2.6239, -0.2593, -1.4273], [-1.7588, -0.6350, 0.0521], [-0.6620, 1.0077, -2.2952], [-0.4404, -0.7211, -2.1785], [1.6095, 0.3646, -1.4549], [0.7691, 1.4249, -0.3546], [0.3485, -0.3421, 1.2452], [2.0222, -0.5475, 0.7004], [-0.6235, -2.4056, 0.0446], [0.7002, -2.6584, 2.6519], [0.9611, -4.5412, 1.4451], [-3.5836, -4.7320, 1.9840], [-3.2322, -3.3639, 1.7051], [-4.2856, -2.5950, 1.3947], [-5.4208, -2.9659, 1.3030], [-3.8458, -1.3520, 1.1863], [-4.8624, -0.4115, 0.7849], [-2.6490, -5.2303, 2.2217], [-4.2661, -4.7813, 2.8290], [-4.0533, -5.1879, 1.1154], [-5.6412, -0.3179, 1.5376], [-5.3082, -0.7189, -0.1592], [-4.3302, 0.5245, 0.6599], [5.6056, 1.2415, -1.8403], [4.4570, 2.0351, -1.5046], [4.6361, 3.3497, -1.6845], [5.6398, 3.8680, -2.0884], [3.5099, 3.9729, -1.3391], [3.5655, 5.4025, -1.4857], [5.3156, 0.2127, -1.6480], [5.8675, 1.3741, -2.8877], [6.4547, 1.5185, -1.2193], [3.7568, 5.6687, -2.5228], [4.3496, 5.8165, -0.8558], [2.5915, 5.7627, -1.1713]],
  "forces_ev_per_angstrom": [[-0.1, -0.1, 0.1], [0.1, 0.1, -0.2], [0.0, -0.1, 0.1], [-0.1, 0.1, 0.1], [0.1, -0.1, 0.0], [0.1, 0.2, 0.0], [0.0, -0.1, -0.2], [0.2, 0.1, -0.1], [-0.1, -0.1, 0.1], [0.1, 0.0, 0.0], [0.0, -0.1, 0.0], [0.0, 0.0, 0.0], [0.0, 0.0, 0.0], [0.0, 0.1, -0.1], [0.1, 0.0, 0.0], [-0.1, 0.0, 0.0], [0.0, 0.0, 0.0], [0.0, 0.0, 0.0], [-0.1, -0.1, 0.0], [0.0, 0.1, 0.0], [-0.1, 0.0, 0.1], [0.0, 0.0, 0.1], [0.0, -0.1, 0.1], [0.0, 0.0, 0.0], [0.2, -0.1, 0.0], [-0.2, 0.2, -0.1], [0.1, 0.0, 0.1], [0.0, -0.1, 0.1], [0.0, 0.1, -0.1], [0.0, 0.0, 0.0], [0.0, 0.0, 0.0], [0.0, 0.0, 0.0], [0.1, -0.1, 0.1], [0.0, 0.0, 0.0], [-0.1, 0.0, 0.0], [0.0, 0.0, 0.0], [0.0, -0.1, 0.0], [0.0, 0.0, 0.0], [0.0, 0.0, 0.0], [0.0, 0.0, 0.0], [0.0, 0.0, 0.0], [0.0, 0.0, 0.0], [0.0, 0.0, 0.0], [0.0, 0.0, 0.0], [0.0, 0.0, 0.0], [0.0, 0.0, 0.0], [0.0, 0.0, 0.0]],
  "mulliken_charge": [-0.72, -0.44, -0.01, -0.94, -0.66, -0.63, 0.05, 0.45, -0.51, 0.32, 0.29, 0.23, 0.35, 0.08, 0.38, 0.44, 0.40, 0.30, 0.36, 0.64, 0.33, 0.16, 0.17, -0.66, -0.28, 0.68, -0.52, -0.20, -0.73, 0.19, 0.31, 0.32, 0.35, 0.33, 0.18, -0.67, -0.23, 0.71, -0.53, -0.27, -0.64, 0.18, 0.33, 0.31, 0.30, 0.30, 0.20],
  "homo_ev": -12.96,
  "orbital_gap_ev": 9.049,
  "total_charge": 1
}

[4]
{
  "formula": "C11H27BFN3O2P",
  "method": "ωB97M-V with the def2-TZVPD basis set",
  "symbols": ["C", "C", "B", "N", "C", "C", "C", "F", "P", "N", "O", "O", "H", "H", "H", "H", "H", "H", "H", "H", "H", "H", "H", "H", "C", "C", "N", "C", "C", "C", "C", "H", "H", "H", "H", "H", "H", "H", "H", "H", "H", "H", "H", "H", "H", "H"],
  "coordinates": [[-1.8195, -3.8708, 0.5497], [-1.6677, -3.0982, 1.4670], [-1.5188, -2.1648, 2.7559], [-1.5774, -3.0219, 4.0653], [-2.5828, -0.9176, 2.7621], [-3.9435, -1.2345, 2.1277], [-4.2210, -0.5411, 0.8022], [-3.6742, 0.7483, 0.7389], [0.2519, -1.3200, 2.5811], [0.5600, -0.5791, 1.2152], [1.4083, -2.4334, 2.8328], [0.4504, -0.3104, 3.8660], [-1.8637, -4.5973, -0.2212], [-2.2114, -3.7997, 3.9070], [-0.6804, -3.4822, 4.1958], [-2.1519, -0.0409, 2.2796], [-2.7362, -0.6523, 3.8071], [-4.0297, -2.3037, 1.9278], [-4.7535, -0.9787, 2.8126], [-5.2960, -0.4199, 0.6557], [-3.8236, -1.1075, -0.0388], [0.7672, 0.4057, 1.3458], [2.0601, -2.2624, 2.1369], [0.2513, 0.5828, 3.5608], [3.0163, -0.2723, -1.3276], [3.1028, 0.8983, -2.2910], [1.8349, 1.1468, -2.9574], [1.9242, 2.1131, -4.0300], [2.2773, 3.5646, -3.6731], [0.6739, 1.2592, -2.0803], [0.6965, 2.3417, -0.9949], [2.6509, -1.1658, -1.8354], [3.9974, -0.4937, -0.9018], [2.3353, -0.0670, -0.5028], [3.8431, 0.6889, -3.0705], [3.4779, 1.7778, -1.7390], [0.9724, 2.1035, -4.5696], [2.6749, 1.7423, -4.7369], [1.4420, 4.0839, -3.2046], [2.5379, 4.1151, -4.5806], [3.1327, 3.6181, -2.9986], [0.5216, 0.2974, -1.5890], [-0.2023, 1.4018, -2.7186], [1.6558, 2.3702, -0.4744], [-0.0713, 2.1171, -0.2528], [0.4940, 3.3384, -1.3899]],
  "forces_ev_per_angstrom": [[0.1, -0.1, 0.0], [0.0, 0.2, 0.0], [0.2, -0.2, 0.3], [0.2, 0.1, -0.3], [0.2, -0.3, -0.1], [-0.2, 0.3, 0.1], [0.0, -0.2, 0.0], [-0.1, 0.0, 0.0], [-0.6, 0.2, -0.6], [0.0, 0.1, 0.3], [0.2, -0.1, 0.1], [0.1, 0.1, 0.0], [-0.1, 0.0, -0.1], [-0.1, 0.1, 0.1], [0.0, 0.0, 0.1], [-0.1, 0.1, -0.1], [0.0, 0.0, 0.1], [-0.1, -0.1, 0.0], [-0.1, 0.1, 0.1], [-0.1, 0.0, -0.1], [0.3, 0.1, 0.0], [0.1, 0.0, -0.1], [0.0, 0.0, 0.1], [0.0, -0.1, 0.2], [0.1, 0.0, 0.0], [0.0, 0.0, 0.1], [0.0, 0.1, 0.0], [0.0, 0.0, -0.1], [0.0, 0.0, -0.1], [-0.1, -0.1, 0.0], [-0.1, 0.0, 0.0], [0.0, 0.0, 0.0], [0.0, 0.0, 0.0], [0.0, -0.1, 0.1], [0.0, 0.0, 0.0], [0.0, 0.0, 0.0], [0.0, 0.0, 0.0], [0.0, 0.0, 0.0], [0.0, 0.0, 0.0], [0.0, 0.0, 0.0], [0.0, 0.0, 0.0], [0.0, 0.0, 0.0], [0.0, 0.0, 0.0], [0.0, 0.0, 0.0], [0.0, 0.0, 0.0], [0.1, 0.0, 0.0]],
  "mulliken_charge": [-0.35, -0.55, 0.70, -0.90, -0.67, -0.55, -0.31, -0.32, 0.47, -0.46, -0.59, -0.58, 0.47, 0.20, 0.22, 0.36, 0.14, 0.29, 0.31, 0.29, 0.21, -0.02, 0.29, 0.33, -1.25, -0.35, 0.12, -0.72, -0.97, -0.78, -0.99, 0.31, 0.43, 0.21, 0.45, 0.23, 0.35, 0.42, 0.23, 0.40, 0.27, 0.43, 0.35, 0.22, 0.37, 0.32],
  "homo_ev": -4.71,
  "orbital_gap_ev": 7.697,
  "total_charge": -1
}

[5]
{
  "formula": "C11H27ClIO4P2Tc",
  "method": "ωB97M-V with the def2-TZVPD basis set",
  "symbols": ["C", "I", "H", "H", "H", "Tc", "P", "C", "C", "H", "H", "H", "C", "H", "H", "H", "H", "H", "H", "C", "O", "Cl", "C", "C", "O", "P", "O", "C", "C", "O", "C", "C", "H", "H", "H", "H", "H", "H", "H", "H", "H", "H", "H", "H", "H", "H", "H"],
  "coordinates": [[-0.5004, 4.6882, -1.3845], [0.2974, 2.8813, -2.3625], [-0.2950, 4.6435, -0.3083], [-1.5641, 4.7048, -1.6241], [0.0282, 5.5190, -1.8759], [-0.0667, 1.0587, -0.5412], [2.0878, 0.4801, -0.6189], [2.7545, 0.0551, -2.2571], [3.1432, 1.8400, -0.0300], [2.5162, -0.8379, 1.3819], [3.8212, -0.9726, 0.1414], [2.2852, -1.8735, -0.0748], [2.7362, -0.9517, 0.3136], [2.9901, 1.9651, 1.0476], [4.1806, 1.5643, -0.2441], [3.8455, 0.0618, -2.1657], [2.4194, 0.7871, -3.0014], [2.8837, 2.7736, -0.5468], [2.4000, -0.9470, -2.5273], [-0.3658, -0.3154, -1.8276], [-0.5722, -1.1481, -2.6282], [0.3787, 1.1566, 1.8191], [-0.3380, -3.0263, 1.3693], [-1.1869, -2.7528, 0.1596], [-1.4529, -1.3231, 0.0521], [-2.8631, -0.6242, 0.4602], [-2.7318, -0.5377, 2.0718], [-3.7393, -1.0557, 3.0000], [-4.1859, -2.4593, 2.6786], [-2.0610, 0.9080, -0.1027], [-2.9996, 2.0901, 0.1855], [-4.1932, 1.8883, -0.7049], [0.5927, -2.4546, 1.3365], [-0.1040, -4.0984, 1.3996], [-0.8799, -2.7671, 2.2828], [-0.6739, -3.0416, -0.7611], [-2.1438, -3.2926, 0.1867], [-3.2659, -0.9992, 3.9866], [-4.6019, -0.3740, 2.9902], [-3.3472, -3.1603, 2.6535], [-4.8467, -2.7791, 3.4898], [-4.7442, -2.5162, 1.7366], [-3.2408, 2.0164, 1.2590], [-2.4041, 2.9953, 0.0186], [-4.7420, 0.9716, -0.4202], [-4.8826, 2.7369, -0.6158], [-3.8731, 1.8141, -1.7532]],
  "forces_ev_per_angstrom": [[-0.2, 0.5, 0.1], [-0.2, 0.8, -0.4], [0.1, -0.1, -0.4], [0.2, -0.1, 0.0], [0.0, -0.5, 0.1], [-2.5, 1.7, 5.3], [5.0, -1.6, -0.1], [-0.8, 0.3, -0.2], [-0.6, 0.6, 0.1], [0.1, -0.1, -0.2], [-0.3, 0.1, 0.0], [0.2, 0.1, 0.2], [-0.8, 0.0, 0.3], [0.1, 0.0, -0.2], [-0.1, 0.0, 0.0], [-0.2, 0.0, -0.1], [0.4, -0.3, -0.1], [0.3, -0.2, 0.2], [0.2, 0.2, -0.1], [-1.6, -6.0, -6.0], [1.2, 4.2, 3.9], [-0.3, 0.2, -2.2], [-0.2, -0.2, 0.2], [0.0, -0.6, 0.1], [0.9, 0.6, -0.4], [-0.2, -0.3, 1.5], [0.7, 0.3, -2.1], [-0.9, 0.1, 0.6], [0.1, -0.1, 0.0], [-1.2, 0.3, 0.9], [0.2, -0.6, 0.2], [-0.3, 0.2, -0.2], [-0.1, -0.1, 0.0], [0.0, 0.3, 0.0], [0.2, 0.0, -0.1], [-0.2, 0.1, 0.0], [0.2, 0.2, 0.0], [0.0, 0.1, -0.4], [0.3, -0.1, 0.0], [0.0, 0.1, 0.0], [0.0, 0.0, -0.2], [0.0, 0.0, 0.2], [0.2, 0.1, -0.4], [-0.2, -0.2, -0.1], [0.2, 0.6, -0.2], [0.1, -0.1, 0.0], [-0.2, 0.0, 0.2]],
  "mulliken_charge": [-0.83, 0.35, 0.35, 0.38, 0.40, 0.25, 1.20, -1.23, -1.07, 0.40, 0.53, 0.43, -1.31, 0.40, 0.45, 0.46, 0.38, 0.36, 0.44, 0.49, -0.15, -0.26, -0.90, -0.30, -0.02, -0.21, -0.22, -0.24, -1.08, 0.07, -0.10, -1.13, 0.05, 0.46, 0.23, 0.31, 0.43, 0.30, 0.31, 0.24, 0.40, 0.38, 0.25, 0.21, 0.40, 0.44, 0.29],
  "e_above_lowest_kcal_mol": 0.0,
  "homo_ev": [-18.94, -18.89],
  "orbital_gap_ev": [5.766, 4.668],
  "total_charge": 3,
  "multiplicity": 4
}

Q: Number 4 is which compound?
A: C11H27BFN3O2P